[1]
This record from the Open Molecules 2025 dataset describes a 7-piece molecular cluster, C31H64BIO12S6 overall in a non-equilibrium geometry. The level of theory is ωB97M-V with the def2-TZVPD basis set.

Structure (ORCA input):
```
! RIJCOSX wB97M-V def2-TZVPD def2/J DEFGRID3
* xyz 0 1
O -0.86016 6.30573 -0.14189
H -1.70336 -4.15918 -0.05545
O -3.14641 -12.04166 -0.28972
H -3.24823 -8.75957 -3.47252
C -1.31755 -11.13028 -1.97021
C 0.87463 4.34059 0.14824
H 5.35885 -1.61737 -1.33046
H -7.06486 1.20586 -0.55335
H 5.55069 -1.86210 0.40703
H -9.72465 0.99312 -0.63557
H 1.32115 -3.74714 -0.09640
H -6.58299 6.69256 2.93985
O -3.43986 5.51113 2.74473
H 7.62655 -1.87252 0.01282
H 0.33785 -4.18463 1.30145
H -0.15223 -3.52129 -2.58968
H -8.91574 0.24289 0.76640
H 9.45602 -0.19253 1.55999
C -0.79913 -3.75630 -0.51501
O -5.57106 4.23633 3.11762
H 2.89583 -1.66662 -1.04574
H 1.37364 3.22809 1.92564
H -0.21681 -6.36854 0.29507
H 5.49882 5.23775 -5.53876
H -4.57730 -10.17413 -1.52984
C -0.72761 3.74080 1.92454
C 9.30941 -1.15145 1.09674
C 8.32865 -1.06433 -0.08650
H -0.90964 3.16347 2.82985
C 4.96893 -1.38219 -0.35763
C 4.44411 4.03157 -4.06743
H -1.01002 -10.66999 -1.03230
H 6.42560 -0.12102 1.53880
O 4.76871 1.44388 -3.62494
H -3.58530 7.35973 5.26230
C -8.45262 3.14188 1.92185
H 0.44161 2.30296 0.75840
H 3.67922 -3.04650 -0.36459
O -10.72484 3.21040 0.57932
H 6.73087 3.11009 -5.40367
C -0.70174 -4.22826 -1.97216
C -0.53353 5.21969 2.23689
C 5.12065 0.12759 -0.18011
H -2.70609 -8.74440 -1.80284
H 1.94030 4.45391 0.00407
C -1.56250 -10.07951 -3.04846
H 8.92087 -1.82970 1.83931
H 7.36616 2.14533 -3.24332
H -0.60521 -11.89771 -2.26162
H 3.90318 3.56694 -4.88887
B 2.90687 -1.83601 1.17144
H -6.45143 3.15368 1.08220
C 0.55446 3.28852 1.20658
O 4.70818 2.98239 -1.63857
S 5.06445 2.71387 -3.01085
H 3.77470 4.66056 -3.49480
H 1.53487 -6.18814 0.00774
H -6.61732 6.98657 5.28913
C 6.85332 3.81599 -4.57997
H -1.67692 -4.42082 -2.41001
H -1.46684 5.73898 2.45843
O -10.50237 1.53731 2.43947
C 0.43198 -4.29509 0.22299
H -7.97091 2.69788 -0.80414
O 1.47919 -5.56009 -2.63373
C 3.55245 -1.97189 -0.24864
H 5.89736 5.61860 -3.87118
H 0.39118 4.11521 -0.80114
H -0.85951 -2.67124 -0.45835
H -4.58166 6.95265 6.65849
S 0.19458 5.88876 0.75048
C -7.27012 2.45743 1.22936
H -0.73953 -9.37135 -3.11058
C -7.78402 1.88527 -0.09927
H -5.75420 8.45787 4.87033
H 0.18402 5.36318 3.04529
C -5.70573 7.37193 4.82983
H 3.40959 -2.40472 2.08225
H 8.36267 1.02413 0.16750
O -0.63485 -6.86577 -2.27069
H 7.11895 3.71241 -2.42514
H 4.29880 0.59745 0.33972
S -2.92150 -11.87628 -1.70384
C -3.88713 -10.48625 -2.30827
H -1.66823 -10.56304 -4.02205
H 7.80545 4.32549 -4.71311
H -8.39630 3.06422 3.00313
S -9.92901 2.29070 1.35311
H -1.58899 3.61333 1.26588
I 1.07030 -0.72657 1.45455
C -2.87516 -9.38814 -2.66654
C 5.67689 4.80067 -4.55868
O -3.07533 -12.97903 -2.61885
H -4.44308 -10.82420 -3.17984
H -5.15975 4.76341 5.67752
C 6.80051 3.07393 -3.24827
C -4.38020 5.35448 5.19906
H 7.44104 0.52017 -1.23724
H 10.24207 -1.56235 0.75296
C 0.55280 -5.76179 -0.18033
O 1.27137 6.78647 1.09669
S -4.69348 5.33464 3.43865
C 6.38589 0.45529 0.62509
H -5.04648 7.57005 2.75428
C -9.09360 1.17422 0.23074
H 8.86961 -1.24974 -0.99897
C 7.65952 0.29822 -0.20574
S 0.23359 -5.76173 -1.94030
C -4.48353 6.82809 5.58220
C -5.60747 6.87914 3.37965
H -6.89767 1.64494 1.85512
H 5.27426 0.62197 -1.12763
H -3.40452 4.91831 5.39829
H 6.30291 1.49629 0.90580
H -8.53981 4.18624 1.63084
*
```

Computed properties:
- calculated total energy (eV) = -131541.72601
- Kohn-Sham gap (eV) = 9.67
- SMILES = O=S1(=O)CCCC1.O=S1(=O)CCCC1.O=S1(=O)CCCC1.O=S1(=O)CCCC1.O=S1(=O)CCCC1.O=S1(=O)CCCC1.CCCCCCCBI

Löwdin atomic charge list, values in e, 4 entries: atom 1 (O): -0.322, atom 2 (H): 0.119, atom 3 (O): -0.330, atom 4 (H): 0.115

=====

[2]
This record from the Open Molecules 2025 dataset describes a 5-piece molecular cluster, C31H65ClF3N2O5P overall in a non-equilibrium geometry. The level of theory is ωB97M-V with the def2-TZVPD basis set.

Structure (ORCA input):
```
! RIJCOSX wB97M-V def2-TZVPD def2/J DEFGRID3
* xyz 0 1
C -2.65119 3.59094 -0.35396
C 6.51092 -2.31815 -1.15810
H -4.78647 1.12095 -1.21750
H -2.76718 2.74341 -6.01684
O 3.20279 -1.65662 7.39961
C -2.89563 2.60823 -4.95033
H -2.02777 -3.42478 6.65739
C 2.79075 -1.10767 2.39744
C 1.26169 -1.52542 4.37264
H 1.25969 1.59993 -7.47596
H -3.70826 5.95998 -5.95863
H 2.43275 -0.90921 9.18107
H 7.18010 -3.16330 -0.97848
H -2.34057 -7.39455 5.50335
H 7.53045 -1.03215 -0.11322
Cl -2.32987 0.27736 -6.08271
H -3.60109 4.09343 -0.21562
H -4.27536 -5.28543 6.27655
H 2.85783 2.26633 7.57323
C -4.41541 2.66235 -4.70074
H -5.14333 5.34657 -6.80455
C 2.79109 0.21779 -1.21887
N -0.06525 2.34230 -4.52742
F -0.25336 -1.49268 -5.25211
H -0.51518 -0.97875 5.49926
H 1.02766 3.89183 -7.05789
O -3.31527 5.03571 -7.73786
H 3.84894 -0.01336 -1.13791
H -4.11144 -7.42493 5.50950
C -0.25298 -1.61907 4.65423
H -0.85626 -1.31055 3.80020
H -4.32360 6.82419 -7.38127
H 1.49555 0.75417 0.45928
F 0.00541 -2.37867 -3.29720
C 1.33615 0.07948 -3.39580
H -3.50611 0.04629 -1.86319
H -4.70638 2.02651 -3.86980
C -0.20432 0.00283 -3.34974
H -0.70548 3.47408 -7.23355
C 1.59461 -0.58994 3.19308
C -0.92156 1.33276 -3.87916
O -1.00414 -0.97908 -1.19344
H 1.63368 -0.33484 -4.35534
H -3.73237 4.92898 -8.59553
C -2.87262 -4.32249 4.92630
H 4.20095 -1.14684 9.15466
H 1.69498 1.10523 -3.41667
C -0.57644 -0.07412 -1.85071
O 3.18034 0.95283 5.98573
H -3.27318 -6.75816 4.14815
H 4.18551 -0.53864 0.90280
H 1.60818 -0.95217 0.21615
H -2.61393 -5.48169 6.76626
H 2.97915 -1.13199 -2.82695
H -3.00320 0.70357 -3.89901
H 0.00773 0.51410 -6.97768
C -2.06643 -3.17733 5.59718
H 1.74235 2.38521 6.19711
C -0.61956 -3.04180 5.08807
C 3.25120 -0.14345 1.30411
H 2.47843 -2.05105 1.93785
H 3.46122 0.81714 1.77725
H 3.60690 -1.36047 3.07522
H -3.44520 0.60636 -0.22046
H -2.23949 -4.76675 4.16180
H 3.39325 3.02244 6.05126
H 1.72100 -1.17630 5.29034
H -0.20899 4.40594 -5.85256
C -3.72332 0.90468 -1.23520
H 1.61172 -1.49355 -1.83424
H 0.55751 1.58196 -1.30951
P -2.79993 2.40950 -1.73640
H -2.62150 -2.24394 5.51534
C 2.19819 -0.03580 0.19467
H 0.70880 -0.46719 2.57196
H -1.94433 4.35054 -0.68906
H 1.59385 -2.53269 4.12251
O 6.62471 -1.34920 -0.12040
H -2.25041 3.17941 0.57349
H 3.31143 -0.77083 7.03566
H -2.42452 3.39049 -4.36874
C 0.11629 3.62313 -6.52982
H 0.05244 -3.30079 5.90592
H 1.54202 0.63542 -6.06428
C 2.77860 2.23058 6.48408
C 3.24131 -1.54986 8.81550
H 3.11437 -2.54688 9.23008
C -0.62121 -1.34887 -3.94706
H -3.78877 -3.93081 4.49148
H 6.73948 -1.87650 -2.13189
F -1.95606 -1.58188 -3.81710
H 1.88994 0.39157 3.57219
C -4.17583 5.83860 -6.93244
H 4.10005 0.83003 6.24228
C -1.12023 2.05117 -2.41763
H 2.63226 1.27269 -1.44247
C 0.77172 1.18218 -6.59551
C -3.26824 -5.44946 5.89639
H -4.71112 3.67151 -4.42898
H -4.95411 2.32209 -5.58352
C -2.30904 1.24401 -4.52781
C 2.13731 -0.67256 -2.30885
N -0.40085 1.25991 -1.36272
H 5.48426 -2.67626 -1.16431
C 0.22720 2.32754 -5.77709
C -3.23537 -6.84137 5.23313
H -0.43940 -3.71986 4.25469
H -0.62561 3.01447 -2.45464
*
```

Computed properties:
- calculated total energy (eV) = -76378.78897
- Kohn-Sham gap (eV) = 7.83
- SMILES = CCCCCCCCCCCCCC[C@@]1(C(F)(F)F)C(=O)N[C@H](P(C)C)[C@]1(N=C(C)C)[C@H](Cl)CC.CO.CO.CO.CO

Löwdin atomic charge list, values in e, 4 entries: atom 1 (C): -0.289, atom 2 (C): -0.158, atom 3 (H): 0.033, atom 4 (H): 0.066

=====

[3]
This record from the Open Molecules 2025 dataset describes a 4-piece molecular cluster, C31H65FN5O6 overall in a non-equilibrium geometry. The level of theory is ωB97M-V with the def2-TZVPD basis set.

Structure (ORCA input):
```
! RIJCOSX wB97M-V def2-TZVPD def2/J DEFGRID3
* xyz 1 1
H -2.35596 -7.43775 0.64939
H 8.95131 4.56452 4.60305
H 3.69418 4.30954 0.76118
H 4.85127 6.87014 6.94367
H 3.42323 2.98220 -0.38229
O 7.37415 4.91998 5.85633
H 4.73865 4.78552 -3.01692
H -6.42135 0.31970 -3.27070
H -1.59023 -8.47397 -1.58897
H 3.42472 7.65594 4.93921
C -5.84734 -0.35070 -4.06310
H 0.81519 -5.12899 -0.88132
H -4.52041 0.51430 -1.19305
O 4.11731 5.17910 2.71000
C -1.83478 -1.75903 -1.03578
C -2.55439 -2.72645 -2.15763
H -6.28896 -0.95160 -6.25160
H 6.04285 6.50715 4.28730
H -0.64950 2.07864 -2.58362
H -2.52624 -2.25131 -3.22917
C 3.43052 5.82536 3.78317
H -3.84195 -3.12954 -0.60946
H 3.22401 5.12252 4.59849
C 0.49649 -8.73034 -2.09377
O 0.42238 1.93575 -0.77364
H -0.65556 -6.96833 -1.71689
H -1.57862 2.44923 -0.53057
C -4.76794 -1.66222 -1.87813
C -6.90283 -0.62149 -5.30941
H -4.57818 -1.63935 1.25982
H -6.16871 -2.59434 -3.46129
C -0.63300 -7.99957 -1.34973
C 6.77470 5.91471 6.69363
H -7.90696 -1.21052 -2.37222
H 1.23795 4.11647 -1.92801
H 0.33765 0.63624 -2.34238
C -1.31838 -7.14683 0.84677
O 1.71847 -7.99017 -1.99983
C -6.02570 -1.46681 -0.79748
H 3.64146 -8.07994 -1.30805
H -3.45935 0.15093 -2.71050
H -9.33371 -0.77696 2.23286
C 2.64884 4.48155 -3.34242
H -0.49811 2.80945 0.83069
N -3.98944 -2.95913 -1.64020
C 2.70789 -8.64560 -1.21670
H 9.21816 5.87824 5.76632
C -8.44718 -0.97980 1.49199
C 5.36218 6.25806 6.19339
C -1.16138 -5.63247 0.61123
H 4.81449 5.31653 6.08235
H 2.41383 1.99528 -2.44421
C -8.82543 -0.98487 -0.13409
C -6.88559 -1.23680 1.93523
H 5.24860 3.51153 2.36440
H 2.45077 6.10649 3.37919
F -7.98104 -1.57925 -4.96806
H 1.83629 -4.36101 0.34763
H -2.87166 -0.38059 0.23449
H 2.84935 4.18275 -4.37716
H -4.96329 0.32283 -4.48773
H 4.22121 3.22100 -2.43612
O 3.85833 4.86603 -1.19929
H -1.34408 -5.34367 -0.43022
H -1.97424 0.31267 -1.00604
C 0.30907 1.71887 -2.18432
C -7.59430 -1.22505 -1.23693
H 2.41835 -8.66958 -0.16425
H -1.94147 -5.13339 1.19819
C 5.15088 4.29646 3.11836
H 6.69573 5.48087 7.69534
N -0.42125 -8.03815 0.10245
O 0.07610 -5.09661 1.08294
H 8.14532 6.12587 4.34904
H -1.92910 -3.72531 -2.21749
H -0.72365 -1.52424 -1.34250
H -1.13458 -7.34204 1.91017
H 0.53725 -7.76876 0.30429
H 0.23872 -8.78403 -3.15611
C 3.92016 4.27313 -2.49762
H 1.70654 -6.11481 0.32656
H -0.43044 3.82546 -0.62365
H 6.10462 4.83018 3.15272
C 1.14900 -5.18928 0.15861
H -4.48137 -2.17724 -4.19064
H 1.49657 2.02149 -3.96568
C 1.49748 2.35550 -2.92308
C 3.25789 4.04907 -0.20626
N 1.42187 3.82103 -2.88243
H -6.64611 -1.24344 3.09706
H 2.43159 5.55630 -3.36260
H 4.26104 7.76743 3.39693
H 0.60865 -9.76328 -1.73576
C -5.66252 -1.47638 0.83004
C -5.31531 -1.77696 -3.45406
C -3.83075 -0.31176 -1.70210
H -9.92549 -0.78608 -0.54183
H 7.39863 6.81529 6.77967
H 2.88518 -9.66157 -1.58517
H 2.18742 4.26348 -0.14471
N 5.41478 6.99098 4.92248
H 4.94405 3.82348 4.08274
C 8.47723 5.41366 5.10710
H -1.80057 -2.35107 -0.00172
C -0.57875 2.80611 -0.26172
H -7.43685 0.39844 -5.59177
N -2.63369 -0.49618 -0.79581
C 4.10711 7.12117 4.26948
*
```

Computed properties:
- calculated total energy (eV) = -55632.02357
- Kohn-Sham gap (eV) = 6.95

Löwdin atomic charge list, values in e, 4 entries: atom 1 (H): 0.119, atom 2 (H): 0.091, atom 3 (H): 0.063, atom 4 (H): 0.122

=====

[4]
This record from the Open Molecules 2025 dataset describes C31H66BInN5O9 as an isolated structure in a non-equilibrium geometry. The level of theory is ωB97M-V with the def2-TZVPD basis set.

Structure (ORCA input):
```
! RIJCOSX wB97M-V def2-TZVPD def2/J DEFGRID3
* xyz -1 1
H -2.86214 -1.01090 0.12344
O -5.40865 2.36060 -3.60127
C 5.05220 0.73019 2.08380
O 1.92301 -2.73519 10.01287
H -3.31484 -0.18987 3.98393
H 3.74929 2.80234 -6.60658
H 1.35488 -0.87106 -2.35416
H -0.30382 1.64576 3.40528
H -1.74421 -4.62527 -4.11880
H 1.82214 -1.78444 1.24097
H 0.66728 4.67260 1.87898
H -1.72343 -1.72364 -1.19830
N 1.00924 -2.53404 9.20447
C -1.02628 4.11138 0.45951
C 6.06096 -0.33467 -2.62371
H -2.60079 -1.50795 -5.51558
H -1.85891 0.52370 7.17692
C 6.79758 0.97195 -3.34826
In -2.45020 2.44123 -0.14666
H 0.23675 -5.39282 -3.03237
O 4.32301 4.54462 -5.04638
C 3.63445 -1.07904 -2.15387
C -2.37864 -0.77442 -0.94238
H -1.71346 5.01845 0.81346
C -1.26087 -2.41021 -3.88580
H 2.03960 2.80511 1.55739
N -1.35030 -1.33386 6.31176
C -0.06507 3.74169 1.74311
H -3.26308 -1.35527 2.47649
H -0.35725 -3.91674 8.42498
H -0.68259 3.69535 2.76132
H 0.76449 1.95172 0.45085
H -4.22635 -1.67543 -1.95982
H 4.18748 -2.09203 -1.93714
H -6.95891 3.69203 -2.32734
H -4.27696 0.27162 -1.70971
H -4.91772 -0.06829 1.18971
N 3.40924 4.74576 -5.85478
C 0.90755 2.43318 1.50776
C 3.07030 -0.92113 3.07517
C 0.63100 -0.17438 2.39329
H -0.80326 -1.60519 -3.17096
N -6.45030 1.83447 -3.19250
C -1.41240 0.55474 -0.88104
O -1.69021 -2.50869 6.12949
C 5.52369 1.90694 -3.89055
H 0.49438 -0.76061 3.42421
H 5.60437 2.94211 -4.45189
C 4.66593 -0.72234 2.74117
H -0.58730 -2.57988 -4.84232
H 4.31642 1.10686 1.24885
H -0.28422 -0.49570 1.72838
O 0.33810 -1.49982 9.10999
H 5.24198 -0.79036 3.78400
H -0.42373 0.28538 -0.30196
H 7.94228 1.20819 -3.45934
C -2.72909 -1.81823 -4.37214
H 6.59066 -1.27283 -2.11407
O -0.30865 -0.80773 5.90299
H 3.23328 4.02783 -7.81443
H -2.51233 -3.88977 -2.56257
C 3.08392 3.64587 -6.80250
C 2.24751 -1.33928 -2.99358
O -4.70736 3.27142 2.04418
H -3.23442 -0.45331 6.55976
H 2.04275 3.36306 -6.63428
H -5.31735 0.78144 2.86553
H -1.06945 0.78843 -1.99949
H 2.98541 1.55671 -3.68167
C -0.24589 -4.51710 -2.40476
C -3.23769 -0.21192 2.80152
O 2.73810 5.77999 -5.94926
C -3.61779 -0.67603 -2.01290
C 2.07214 -0.74771 1.77677
H 3.30774 -0.65583 -1.09122
H 2.95110 -3.61906 -2.95095
B -4.01731 2.06730 1.47410
H 2.68340 -0.20855 3.93440
H -7.49488 2.23592 -1.42211
H -2.39488 -0.93241 8.08215
H -2.35800 0.41904 -3.71856
H -0.69821 -5.04363 -1.43340
H 1.34929 -4.47747 8.45267
O -6.79021 0.65964 -3.37477
H 5.19213 1.59774 2.88998
H -2.22537 0.27907 2.41927
H 2.47790 -0.03204 0.94426
H 1.46920 -3.21134 -4.06999
C -7.38304 2.68901 -2.40923
H -3.38098 3.08820 -1.58460
C 0.68185 1.41898 2.77594
H 6.10387 0.58669 1.54336
C 1.97336 -2.97930 -3.01350
H 1.58174 1.62915 3.53163
C -4.47003 0.59185 2.04759
H -5.57434 3.32192 1.50631
C -3.16820 -0.43895 -3.57298
C -2.28304 -0.47932 7.09503
H 2.22165 -0.84760 -4.05602
C 0.85220 -3.42839 -1.86294
H -8.33442 2.71502 -2.94450
H -4.13664 -0.04068 -4.13984
N 4.56040 -0.05174 -2.76637
H 0.83328 -3.25198 7.24482
C 4.08236 1.19462 -3.49263
H 2.91974 -2.02628 3.48850
H 1.46780 -3.97681 -1.00012
C -1.52253 -3.88091 -3.21204
C 0.68392 -3.63394 8.25676
H -0.43750 4.49611 -0.48533
H -3.53270 -2.66604 -4.29602
H 0.32638 -2.51643 -1.35020
H 5.09756 -1.59716 2.06344
*
```

Computed properties:
- calculated total energy (eV) = -64918.31409
- Kohn-Sham gap (eV) = 5.61

Löwdin atomic charge list, values in e, 4 entries: atom 1 (H): 0.087, atom 2 (O): 0.033, atom 3 (C): -0.154, atom 4 (O): 0.052

=====

For reference, LUMO energy by record: -0.157; 0.573; -3.012; 1.381 eV.